DFT (the ωB97M-V functional and the def2-TZVPD basis) results for 2 unconnected molecules or ions with the total composition C12H15FN2O6P2.

Each line ends with the Löwdin charge.
Cartesian coordinates (Å):
N  2.806  -0.846  -0.758  0.1113
C  1.555  -0.836  -0.123  -0.1947
C  1.051  -2.023  0.468  -0.1758
C  1.802  -3.318  0.422  -0.1569
P  1.507  -4.326  -1.059  0.4105
O  2.158  -5.621  -0.969  -0.2240
O  -0.080  -4.402  -1.196  -0.0961
O  2.009  -3.415  -2.280  -0.1107
C  -0.197  -1.979  1.079  0.0241
C  -0.916  -0.810  1.117  0.0159
N  -0.425  0.313  0.571  0.0275
C  -1.308  1.477  0.693  -0.2760
C  -0.983  2.478  1.588  -0.0576
C  -1.887  3.517  1.727  -0.0727
C  -3.063  3.518  1.006  -0.0451
C  -3.383  2.492  0.120  -0.0329
C  -2.480  1.456  -0.026  -0.0255
C  0.791  0.349  -0.054  -0.0612
P  1.235  1.962  -0.847  0.4595
O  0.156  2.542  -1.625  -0.1910
O  1.802  2.740  0.420  -0.1064
O  2.532  1.667  -1.702  -0.1111
H  2.761  -0.574  -1.732  0.1007
H  3.249  -1.752  -0.714  0.0761
H  1.483  -3.961  1.245  0.1172
H  2.879  -3.178  0.512  0.1087
H  -0.556  -3.580  -1.365  0.0876
H  1.327  -2.873  -2.694  0.0906
H  -0.612  -2.867  1.538  0.1378
H  -1.885  -0.719  1.589  0.1597
H  -0.075  2.439  2.174  0.1091
H  -1.679  4.316  2.428  0.1054
H  -3.782  4.318  1.126  0.1158
H  -4.383  2.548  -0.422  0.0321
H  -2.685  0.638  -0.708  0.1225
H  1.703  3.698  0.288  0.1158
H  3.309  1.465  -1.160  0.0897
F  -5.736  3.145  -0.679  -0.6802

Computed properties:
Strongest force on any atom (eV/Å): 0.524
E_HOMO (eV): -6.81
Net charge: 0
Gap between HOMO and LUMO (eV): 4.488